# 1
# C20H31N5O5

A cluster of 2 separate species, C20H31N5O5 in total at a distorted geometry (wB97M-V/def2-TZVPD, the Open Molecules 2025 dataset).

Properties
HOMO = -0.33680 hartree
SMILES = CCc1noc(C)c1C(=O)Nc1cc(C)on1.CNC(=O)[C@H](CC(C)C)NC(C)=O
LUMO energy = 0.285 eV

Last column: Löwdin charge in e.
Element x y z (Å)
C: -2.65 -3.30 3.81  -0.091
C: -3.89 -3.26 2.91  -0.177
C: -4.26 -1.84 2.57  -0.231
N: -5.10 -1.15 3.29  0.144
O: -5.23 0.13 2.68  0.008
C: -4.44 0.15 1.57  -0.238
C: -4.29 1.39 0.73  0.008
C: -3.82 -1.05 1.44  -0.055
C: -2.87 -1.51 0.44  -0.402
O: -1.95 -2.21 0.81  0.109
N: -3.03 -1.14 -0.88  0.166
C: -2.27 -1.61 -1.95  -0.310
C: -2.32 -1.04 -3.26  0.020
C: -1.44 -1.74 -4.02  -0.327
C: -1.10 -1.50 -5.46  -0.006
O: -0.86 -2.71 -3.26  0.003
N: -1.41 -2.60 -1.95  0.147
H: -2.39 -4.34 4.04  0.074
H: -2.84 -2.77 4.75  0.077
H: -1.79 -2.84 3.32  0.070
H: -3.70 -3.82 2.00  0.114
H: -4.73 -3.73 3.43  0.113
H: -3.45 1.31 0.04  0.079
H: -4.12 2.25 1.38  0.095
H: -5.21 1.56 0.17  0.092
H: -3.76 -0.48 -1.09  0.136
H: -2.93 -0.21 -3.58  0.111
H: -1.65 -0.65 -5.85  0.086
H: -1.35 -2.39 -6.05  0.089
H: -0.02 -1.30 -5.56  0.084
C: 4.08 0.67 4.12  -0.050
N: 3.47 1.07 2.85  0.028
C: 3.48 0.34 1.73  -0.443
O: 4.01 -0.76 1.70  0.045
C: 2.83 0.94 0.46  -0.176
C: 3.51 0.47 -0.85  -0.119
C: 2.77 0.85 -2.15  -0.434
C: 3.63 0.53 -3.37  -0.081
C: 1.45 0.09 -2.29  -0.071
N: 2.75 2.41 0.43  0.105
C: 1.90 3.16 1.14  -0.565
C: 1.88 4.64 0.83  0.005
O: 1.18 2.71 2.02  0.040
H: 3.33 0.17 4.74  0.085
H: 4.91 -0.01 3.94  0.084
H: 4.45 1.55 4.65  0.080
H: 2.90 1.91 2.84  0.099
H: 1.81 0.55 0.46  0.148
H: 4.52 0.88 -0.88  0.123
H: 3.61 -0.62 -0.82  0.127
H: 2.56 1.92 -2.15  0.119
H: 3.11 0.83 -4.28  0.075
H: 4.57 1.08 -3.31  0.075
H: 3.85 -0.54 -3.41  0.085
H: 0.97 0.35 -3.23  0.072
H: 1.63 -0.99 -2.27  0.092
H: 0.77 0.35 -1.48  0.072
H: 3.33 2.89 -0.24  0.140
H: 1.59 4.78 -0.21  0.081
H: 1.15 5.12 1.48  0.086
H: 2.86 5.07 1.01  0.083

***

# 2
# C23H27FN3OS

The ion C23H27FN3OS with charge +1 at a distorted geometry (wB97M-V/def2-TZVPD, the Open Molecules 2025 dataset).

Properties
HOMO = -0.40526 hartree
SMILES = C[NH+](C)CCCN(C(=O)c1ccc2c(c1)CCCC2)c1nc2ccc(F)cc2s1
energy above the lowest of the compared OMol25 structures with the same formula, charge and spin = 2.1 kcal per mole
LUMO energy = -2.496 eV
total charge = +1

Last column: Löwdin charge in e.
Element x y z (Å)
C: -4.49 4.21 1.66  -0.002
N: -4.10 3.02 0.90  -0.229
C: -5.03 1.91 1.17  -0.003
C: -3.97 3.29 -0.55  -0.137
C: -2.93 2.39 -1.21  -0.115
C: -1.49 2.71 -0.77  -0.101
N: -0.83 1.58 -0.12  -0.005
C: -1.13 1.30 1.18  -0.344
O: -1.89 2.04 1.81  0.051
C: -0.56 0.09 1.78  -0.189
C: -0.09 0.14 3.09  -0.003
C: 0.46 -0.98 3.67  0.004
C: 0.52 -2.18 2.97  -0.161
C: 0.01 -2.25 1.67  -0.169
C: -0.53 -1.12 1.08  -0.009
C: 0.14 -3.56 0.97  -0.134
C: 1.60 -4.02 1.06  -0.169
C: 2.13 -4.02 2.50  -0.166
C: 1.13 -3.43 3.51  -0.134
C: 0.13 0.91 -0.87  -0.574
N: -0.06 0.62 -2.10  0.144
C: 1.05 0.04 -2.66  -0.305
C: 1.16 -0.42 -3.97  0.003
C: 2.33 -1.00 -4.38  0.006
C: 3.39 -1.12 -3.48  -0.269
F: 4.53 -1.70 -3.90  0.081
C: 3.33 -0.68 -2.17  -0.007
C: 2.14 -0.09 -1.77  -0.442
S: 1.73 0.56 -0.21  1.154
H: -5.46 4.58 1.32  0.113
H: -4.55 3.96 2.72  0.112
H: -3.75 5.00 1.54  0.110
H: -3.13 2.69 1.26  0.096
H: -4.98 1.64 2.22  0.114
H: -6.05 2.20 0.91  0.112
H: -4.75 1.04 0.58  0.105
H: -3.67 4.33 -0.69  0.136
H: -4.95 3.16 -1.03  0.140
H: -3.15 1.34 -1.00  0.120
H: -3.02 2.51 -2.29  0.127
H: -0.88 2.97 -1.64  0.132
H: -1.47 3.55 -0.08  0.134
H: -0.14 1.08 3.63  0.122
H: 0.85 -0.93 4.68  0.120
H: -0.94 -1.19 0.08  0.127
H: -0.50 -4.30 1.46  0.127
H: -0.17 -3.49 -0.07  0.119
H: 2.20 -3.34 0.45  0.107
H: 1.69 -5.01 0.62  0.111
H: 2.37 -5.03 2.82  0.111
H: 3.05 -3.43 2.55  0.112
H: 1.62 -3.25 4.46  0.120
H: 0.33 -4.16 3.68  0.129
H: 0.32 -0.31 -4.64  0.119
H: 2.46 -1.37 -5.38  0.124
H: 4.17 -0.79 -1.51  0.126

***

Sequential HOMO-LUMO gap output: 9.4; 8.5 eV